# 1
Here is a cluster of 9 separate species, C45H92BF9N10O17P in total from OMol25. Energies are from ωB97M-V with the def2-TZVPD basis set.

net charge	-1
multiplicity	1
total energy	-4861.58428	Ha

Each line ends with the Mulliken charge.
Geometry (Å):
C: -1.883 2.998 6.964  -1.05
C: -2.590 3.787 5.768  -0.44
C: -1.995 3.494 4.314  -0.64
C: -1.400 1.989 4.142  0.69
C: -1.023 1.834 2.599  -1.34
P: -0.926 0.023 1.940  1.31
O: 0.581 0.562 1.245  -0.89
C: -0.574 -1.593 0.956  -0.26
C: 0.932 -2.082 0.862  -1.01
C: 1.769 -1.826 -0.443  1.38
F: 2.762 -0.832 -0.125  -0.31
F: 2.543 -3.017 -0.678  -0.38
C: 1.061 -1.332 -1.755  0.69
F: 0.160 -2.364 -2.155  -0.36
F: 0.281 -0.156 -1.611  -0.12
C: 1.987 -1.043 -3.021  0.28
F: 1.300 -1.565 -4.156  -0.33
F: 3.248 -1.630 -3.010  -0.28
C: 2.209 0.518 -3.349  0.65
F: 2.658 1.252 -2.239  -0.23
F: 1.150 1.115 -4.013  -0.23
F: 3.300 0.554 -4.264  -0.27
C: -0.203 -0.759 3.546  -0.39
C: 1.212 -0.241 4.002  0.19
O: 1.998 -1.103 4.506  -0.72
O: 1.729 1.058 3.940  -0.34
O: -1.772 0.503 0.461  -0.24
C: -3.177 0.158 0.389  0.27
C: -3.855 1.442 -0.354  -1.02
N: -3.228 2.746 0.007  -0.35
C: -3.577 -1.004 -0.676  -1.21
C: -5.090 -0.981 -1.155  0.67
C: -5.675 -2.414 -1.555  -0.05
N: -5.348 -3.675 -0.870  -0.60
O: -6.486 -2.459 -2.503  -0.55
C: -3.648 -0.131 1.931  -0.12
O: -4.297 1.106 2.280  -0.25
C: -4.701 1.170 3.660  0.88
C: -6.310 1.118 3.864  -1.11
B: -4.534 -1.507 2.187  1.44
O: -5.964 -1.552 2.229  -0.66
O: -3.788 -2.736 2.322  -0.55
O: -2.442 -0.511 2.653  -0.57
H: -1.991 3.525 7.969  0.36
H: -2.331 1.955 6.999  0.21
H: -0.760 2.884 6.774  0.20
H: -3.720 3.644 5.811  0.22
H: -2.411 4.907 5.970  0.30
H: -2.756 3.750 3.499  0.13
H: -1.112 4.215 4.136  0.52
H: -0.496 1.976 4.853  0.34
H: -2.119 1.213 4.554  -0.33
H: -1.739 2.494 2.019  0.13
H: 0.013 2.305 2.450  0.55
H: 0.420 1.236 0.558  0.34
H: -1.149 -2.409 1.541  0.45
H: -1.022 -1.622 -0.082  -0.54
H: 1.608 -1.757 1.733  0.19
H: 0.895 -3.229 0.991  0.24
H: -0.929 -0.696 4.434  0.66
H: -0.096 -1.891 3.386  0.39
H: 2.685 0.987 4.168  0.31
H: -4.966 1.542 -0.126  0.26
H: -3.647 1.306 -1.480  0.06
H: -3.984 3.454 0.027  0.29
H: -2.569 3.070 -0.707  0.10
H: -2.935 -0.761 -1.602  0.49
H: -3.202 -2.037 -0.338  0.08
H: -5.756 -0.608 -0.297  -0.14
H: -5.282 -0.278 -2.038  0.02
H: -4.339 -3.870 -0.905  0.36
H: -5.614 -3.582 0.124  0.25
H: -4.410 2.221 4.024  -0.36
H: -4.150 0.455 4.356  0.08
H: -6.700 0.063 4.062  0.33
H: -6.780 1.645 2.975  0.19
H: -6.551 1.728 4.810  0.37
H: -6.368 -0.853 1.681  0.34
H: -4.224 -3.333 2.959  0.09
C: 6.348 -4.700 -6.084  -1.02
C: 6.318 -3.679 -7.190  0.73
O: 6.684 -3.943 -8.328  -0.67
N: 5.865 -2.430 -6.895  -0.10
C: 5.391 -1.921 -5.625  -0.79
H: 6.732 -5.642 -6.475  0.28
H: 7.008 -4.365 -5.280  0.18
H: 5.340 -4.870 -5.700  0.35
H: 5.875 -1.805 -7.688  0.21
H: 4.365 -1.575 -5.759  0.32
H: 6.020 -1.073 -5.342  0.19
H: 5.422 -2.674 -4.840  0.30
C: 1.074 6.739 6.275  -1.45
C: 0.767 6.136 4.931  0.85
O: -0.352 5.743 4.635  -0.64
N: 1.781 6.031 4.029  -0.12
C: 3.163 6.430 4.179  -0.89
H: 0.166 6.752 6.878  0.29
H: 1.825 6.140 6.795  0.37
H: 1.424 7.767 6.156  0.40
H: 1.494 5.616 3.152  0.20
H: 3.396 7.162 3.402  0.29
H: 3.793 5.549 4.036  0.28
H: 3.362 6.863 5.156  0.33
C: -6.057 -6.475 3.534  -1.36
C: -4.783 -6.220 2.773  0.74
O: -4.601 -5.191 2.137  -0.55
N: -3.815 -7.175 2.806  -0.15
C: -3.831 -8.449 3.492  -0.91
H: -6.726 -5.624 3.409  0.27
H: -6.555 -7.366 3.145  0.39
H: -5.843 -6.594 4.598  0.38
H: -2.993 -6.929 2.273  0.25
H: -2.993 -8.474 4.191  0.30
H: -3.699 -9.240 2.750  0.29
H: -4.760 -8.612 4.034  0.35
C: -8.974 -0.181 7.359  -1.45
C: -8.598 -0.714 6.002  0.83
O: -7.452 -0.669 5.582  -0.60
N: -9.580 -1.260 5.232  -0.10
C: -10.986 -1.408 5.540  -0.94
H: -8.085 0.219 7.846  0.30
H: -9.705 0.624 7.258  0.37
H: -9.377 -0.983 7.980  0.39
H: -9.248 -1.594 4.339  0.20
H: -11.238 -2.470 5.497  0.30
H: -11.562 -0.876 4.781  0.29
H: -11.235 -1.017 6.524  0.35
C: -8.758 0.827 -4.041  -1.47
C: -7.395 1.221 -3.540  0.99
O: -7.128 1.261 -2.349  -0.60
N: -6.441 1.537 -4.458  -0.13
C: -6.552 1.551 -5.901  -0.94
H: -9.403 0.605 -3.191  0.31
H: -9.203 1.648 -4.607  0.39
H: -8.687 -0.068 -4.663  0.36
H: -5.555 1.790 -4.043  0.21
H: -5.813 0.858 -6.309  0.29
H: -6.324 2.560 -6.253  0.30
H: -7.544 1.264 -6.240  0.35
C: 9.155 -2.057 -2.641  -0.98
C: 10.556 -1.848 -3.148  0.83
O: 11.535 -2.270 -2.547  -0.66
N: 10.721 -1.166 -4.315  -0.03
C: 9.706 -0.590 -5.172  -0.66
H: 9.190 -2.615 -1.706  0.29
H: 8.675 -1.094 -2.451  0.38
H: 8.574 -2.633 -3.365  0.04
H: 11.689 -1.069 -4.586  0.10
H: 9.797 -1.046 -6.161  0.29
H: 9.896 0.482 -5.255  0.31
H: 8.702 -0.752 -4.788  0.12
C: 1.061 4.578 -3.057  -0.84
C: 1.235 5.685 -2.052  0.69
O: 0.322 6.056 -1.330  -0.66
N: 2.458 6.279 -1.959  -0.15
C: 3.658 5.989 -2.714  -0.81
H: 0.037 4.208 -3.011  0.26
H: 1.248 4.954 -4.065  0.40
H: 1.737 3.752 -2.828  0.04
H: 2.495 7.010 -1.264  0.23
H: 4.446 5.705 -2.013  0.27
H: 3.961 6.897 -3.241  0.29
H: 3.507 5.186 -3.433  0.30
C: 15.411 -2.064 -8.219  -1.19
C: 14.991 -0.841 -7.449  0.74
O: 15.239 0.291 -7.842  -0.65
N: 14.315 -1.020 -6.281  -0.15
C: 13.926 -2.264 -5.648  -0.83
H: 15.937 -1.757 -9.122  0.29
H: 16.086 -2.675 -7.617  0.34
H: 14.533 -2.645 -8.511  0.34
H: 14.069 -0.153 -5.825  0.21
H: 12.841 -2.268 -5.544  0.26
H: 14.380 -2.297 -4.656  0.30
H: 14.239 -3.134 -6.220  0.33

=====

# 2
Here is a cluster of 2 separate species, C3H11N6O3P in total from OMol25. Energies are from ωB97M-V with the def2-TZVPD basis set.

net charge	0
multiplicity	1
relative energy (zero: lowest compared OMol25 entry of this formula, charge and spin)	3.7092	eV

Each line ends with the Mulliken charge.
Geometry (Å):
C: 2.157 1.498 -0.344  0.24
C: -0.333 -1.717 -0.585  0.40
C: -0.182 0.640 -0.485  0.42
N: 2.498 0.588 0.580  -0.35
N: 2.855 2.294 -1.026  -0.67
N: -0.925 -2.262 -1.704  -0.43
N: 0.208 -0.574 -0.668  -0.24
N: -0.182 -2.440 0.546  -0.42
N: 0.656 1.625 -0.517  -0.12
O: -2.727 -0.224 -0.406  -0.52
O: -1.857 1.232 1.749  -0.51
O: -2.431 2.317 -0.454  -0.64
P: -1.849 1.129 0.111  0.82
H: 0.461 -0.361 2.247  -0.10
H: 3.467 0.562 0.879  0.21
H: 1.728 0.040 1.073  -0.04
H: 3.720 2.594 -0.704  0.23
H: 0.304 -2.060 1.403  0.22
H: -1.492 -1.536 -2.257  0.28
H: -1.278 -3.253 -1.784  0.24
H: -3.530 -0.022 0.001  0.30
H: -0.539 -3.423 0.642  0.24
H: -0.991 0.780 2.084  0.13
H: 0.263 2.574 -0.382  0.31

=====

# 3
Here is a cluster of 8 separate species, C47H48Br2F12N9O4 in total from OMol25. Energies are from ωB97M-V with the def2-TZVPD basis set.

net charge	+1
multiplicity	1
total energy	-8959.37268	Ha

Each line ends with the Mulliken charge.
Geometry (Å):
C: 1.411 0.580 -0.211  -0.90
C: 0.033 0.188 -0.117  -0.35
C: -1.067 1.312 -0.294  -0.35
C: -1.750 1.064 -1.639  0.71
C: -2.629 -0.115 -1.831  0.13
C: -2.956 -1.131 -0.723  -0.77
C: -3.659 -0.435 0.499  -0.04
O: -4.223 0.854 0.161  -0.62
C: -4.804 -1.297 1.192  0.72
F: -5.977 -0.658 1.075  -0.21
F: -4.849 -2.588 0.821  -0.26
F: -4.520 -1.312 2.572  -0.31
C: -3.159 -0.154 -3.181  0.58
C: -4.146 -1.352 -3.468  -0.10
O: -3.693 -2.248 -4.094  -0.44
C: -5.621 -1.374 -2.948  0.99
F: -5.744 -1.246 -1.591  -0.16
F: -6.289 -0.300 -3.493  -0.35
C: -6.419 -2.664 -3.368  0.45
F: -7.737 -2.412 -3.077  -0.29
F: -6.386 -2.836 -4.717  -0.29
C: -6.034 -3.961 -2.566  1.07
F: -4.739 -3.952 -2.088  -0.28
F: -6.840 -4.156 -1.478  -0.29
C: -6.174 -5.262 -3.465  0.06
O: -7.154 -5.486 -4.072  -0.41
O: -5.129 -6.160 -3.578  -0.46
N: -2.974 0.622 -4.222  -1.17
N: -2.193 1.665 -4.028  1.21
C: -2.035 2.476 -5.234  -0.44
Br: -0.539 1.937 -6.366  0.00
C: -2.826 3.519 -5.521  0.46
C: -4.002 3.955 -4.598  -1.01
Br: -2.518 4.552 -7.124  -0.08
C: -1.636 1.895 -2.832  -0.08
C: -0.750 3.155 -2.586  0.95
F: -1.384 3.866 -1.598  -0.23
F: 0.497 2.784 -2.192  -0.19
F: -0.572 4.022 -3.583  -0.22
H: 1.872 1.091 0.674  0.25
H: 2.028 0.374 -1.111  0.29
H: -0.195 -0.872 0.117  0.32
H: -1.749 1.226 0.584  -0.02
H: -0.524 2.270 -0.187  0.67
H: -1.984 -1.539 -0.346  0.40
H: -3.506 -2.005 -1.136  0.00
H: -2.889 -0.228 1.280  0.40
H: -3.877 1.536 0.761  0.41
H: -5.005 -6.663 -2.752  0.33
H: -4.159 3.164 -3.831  0.22
H: -4.896 4.099 -5.241  0.43
H: -3.707 4.916 -4.109  0.31
N: 5.337 -0.313 -2.132  0.21
C: 5.705 -1.620 -2.308  -0.82
C: 6.236 -2.072 -1.128  -0.16
C: 6.182 -1.000 -0.200  -0.46
C: 5.621 0.070 -0.845  -1.01
H: 4.924 0.273 -2.836  0.22
H: 5.560 -2.112 -3.256  0.42
H: 6.621 -3.064 -0.949  0.42
H: 6.517 -1.013 0.825  0.47
H: 5.399 1.070 -0.504  0.69
N: -4.744 2.653 4.713  -0.01
C: -5.141 3.960 4.612  -0.48
C: -5.858 4.095 3.452  -0.65
C: -5.902 2.819 2.834  -0.25
C: -5.207 1.949 3.634  -0.60
H: -4.197 2.270 5.465  0.20
H: -4.878 4.678 5.371  0.40
H: -6.304 5.007 3.089  0.40
H: -6.389 2.564 1.905  0.53
H: -5.004 0.895 3.531  0.46
N: 0.672 1.985 3.541  0.18
C: 1.047 3.190 3.008  -0.19
C: 1.786 3.857 3.948  -0.77
C: 1.862 3.024 5.094  -0.22
C: 1.168 1.876 4.813  -0.74
H: 0.116 1.291 3.072  0.12
H: 0.752 3.465 2.007  0.32
H: 2.223 4.836 3.829  0.45
H: 2.370 3.243 6.019  0.46
H: 0.985 0.994 5.405  0.39
N: 6.945 2.896 -2.371  0.12
C: 8.105 3.513 -2.752  -0.54
C: 7.773 4.689 -3.373  -0.44
C: 6.358 4.789 -3.363  -0.62
C: 5.876 3.669 -2.736  -0.30
H: 6.887 2.010 -1.896  0.23
H: 9.063 3.063 -2.549  0.37
H: 8.469 5.400 -3.789  0.40
H: 5.762 5.591 -3.769  0.38
H: 4.866 3.356 -2.519  0.43
N: 3.278 5.484 8.109  0.01
C: 4.440 6.105 7.734  -0.52
C: 4.109 7.277 7.106  -0.39
C: 2.693 7.371 7.106  -0.33
C: 2.209 6.254 7.733  -0.54
H: 3.219 4.602 8.586  0.21
H: 5.398 5.658 7.945  0.39
H: 4.806 7.989 6.693  0.40
H: 2.097 8.170 6.693  0.41
H: 1.200 5.938 7.944  0.37
N: -5.085 -9.697 -1.029  0.01
C: -5.211 -10.519 -2.118  -0.52
C: -3.954 -10.892 -2.515  -0.34
C: -3.031 -10.277 -1.629  -0.31
C: -3.757 -9.550 -0.722  -0.57
H: -5.847 -9.271 -0.532  0.19
H: -6.183 -10.764 -2.515  0.38
H: -3.722 -11.536 -3.348  0.40
H: -1.956 -10.360 -1.653  0.40
H: -3.447 -8.941 0.112  0.38
N: 7.975 -4.692 1.258  0.00
C: 8.959 -5.411 0.632  -0.48
C: 10.168 -4.962 1.095  -0.39
C: 9.906 -3.936 2.040  -0.38
C: 8.545 -3.794 2.121  -0.52
H: 6.989 -4.806 1.107  0.22
H: 8.713 -6.176 -0.086  0.37
H: 11.135 -5.329 0.790  0.40
H: 10.633 -3.367 2.597  0.40
H: 7.935 -3.133 2.715  0.39

=====

# 4
Here is the molecule C5H10NP from OMol25. Energies are from ωB97M-V with the def2-TZVPD basis set.

net charge	0
multiplicity	1
SMILES	CPN1CC=CC1
relative energy (zero: lowest compared OMol25 entry of this formula, charge and spin)	2.0434	eV

Each line ends with the Mulliken charge.
Geometry (Å):
C: -2.307 0.484 -0.120  -0.35
C: -2.059 -0.710 -0.633  -0.53
C: -1.106 1.106 0.441  -0.72
C: -0.722 -1.255 -0.495  -0.40
C: 2.702 -0.228 0.356  -0.95
N: 0.089 -0.117 0.153  -0.20
P: 1.470 0.622 -0.743  -0.05
H: -3.156 0.984 0.013  0.53
H: -2.772 -1.310 -0.962  0.53
H: -0.775 2.003 -0.052  0.33
H: -1.051 1.195 1.466  0.31
H: -0.669 -2.113 0.176  0.23
H: -0.038 -1.587 -1.424  0.25
H: 2.353 0.165 1.327  0.31
H: 3.697 0.128 0.041  0.32
H: 2.570 -1.234 0.534  0.36
H: 1.775 1.867 -0.077  0.03

=====

# 5
Here is a cluster of 2 separate species, C2H5F3O in total from OMol25. Energies are from ωB97M-V with the def2-TZVPD basis set.

net charge	0
multiplicity	1
SMILES	CC(F)(F)F.O
relative energy (zero: lowest compared OMol25 entry of this formula, charge and spin)	0.2189	eV

Each line ends with the Mulliken charge.
Geometry (Å):
F: 0.936 -1.307 -0.445  -0.25
F: -0.541 0.235 -0.085  -0.25
F: 0.615 0.313 -1.857  -0.26
C: -0.839 -1.325 -1.838  -1.17
C: 0.042 -0.473 -0.984  0.99
H: -0.174 -1.865 -2.532  0.30
H: -1.565 -0.742 -2.429  0.32
H: -1.390 -2.063 -1.232  0.32
O: 1.358 2.416 3.691  -0.65
H: 0.567 2.421 3.106  0.32
H: 0.991 2.389 4.604  0.32

=====

# 6
Here is a cluster of 7 separate species, C7H16Cl10N2O4 in total from OMol25. Energies are from ωB97M-V with the def2-TZVPD basis set.

net charge	0
multiplicity	1
SMILES	C[N+](=O)[O-].C[N+](=O)[O-].ClCCl.ClCCl.ClCCl.ClCCl.ClCCl
relative energy (zero: lowest compared OMol25 entry of this formula, charge and spin)	0.8173	eV

Each line ends with the Mulliken charge.
Geometry (Å):
C: 4.761 -24.847 -15.218  -0.68
N: 5.540 -24.680 -16.509  0.91
O: 6.693 -25.050 -16.548  -0.53
O: 4.961 -24.136 -17.434  -0.53
H: 3.690 -24.699 -15.359  0.30
H: 5.190 -24.295 -14.382  0.22
H: 4.865 -25.865 -14.844  0.33
C: 2.685 -20.410 -13.401  -0.29
N: 3.693 -20.954 -14.305  0.85
O: 4.176 -20.154 -15.125  -0.49
O: 3.987 -22.136 -14.224  -0.47
H: 1.962 -21.195 -13.180  0.02
H: 2.211 -19.573 -13.913  0.15
H: 3.204 -20.068 -12.505  0.20
C: 6.855 -20.162 -17.225  0.13
Cl: 7.053 -19.402 -18.848  -0.17
Cl: 8.417 -20.764 -16.530  -0.17
H: 6.426 -19.470 -16.499  0.09
H: 6.210 -21.027 -17.374  0.13
C: 3.748 -17.305 -17.090  0.04
Cl: 2.691 -16.723 -15.770  -0.16
Cl: 3.150 -16.706 -18.604  -0.16
H: 4.781 -16.999 -16.928  0.28
H: 3.723 -18.394 -17.056  0.02
C: 3.461 -24.114 -11.121  -0.08
Cl: 5.052 -24.951 -11.183  -0.17
Cl: 3.614 -22.358 -10.843  -0.13
H: 2.874 -24.255 -12.029  0.01
H: 2.918 -24.608 -10.314  0.36
C: -1.005 -22.415 -11.540  -0.37
Cl: 0.291 -23.307 -12.438  -0.13
Cl: -1.412 -20.941 -12.482  -0.08
H: -1.825 -23.131 -11.594  0.32
H: -0.718 -22.188 -10.513  0.28
C: -0.760 -17.367 -13.799  0.15
Cl: -0.141 -16.958 -12.182  -0.16
Cl: -1.784 -15.978 -14.386  -0.17
H: 0.127 -17.536 -14.409  0.06
H: -1.394 -18.249 -13.716  0.10

=====

# 7
Here is the molecule C5H8O2S from OMol25. Energies are from ωB97M-V with the def2-TZVPD basis set.

net charge	0
multiplicity	1
SMILES	O[C@H]1CC[C@@H]1OC=S
relative energy (zero: lowest compared OMol25 entry of this formula, charge and spin)	3.4448	eV

Each line ends with the Mulliken charge.
Geometry (Å):
C: 1.176 -0.524 0.171  -0.50
C: 1.444 0.945 -0.319  -0.36
C: 0.044 1.348 0.337  -0.68
C: -0.258 -0.253 0.048  0.21
C: -2.501 -0.876 0.522  0.04
H: 1.721 -1.140 -1.643  0.35
H: 1.652 -0.732 1.176  0.30
H: 2.457 1.284 0.091  0.28
H: 1.427 0.825 -1.542  0.27
H: 0.248 1.398 1.513  0.22
H: -0.568 2.130 0.004  0.38
H: -0.573 -0.371 -0.964  0.35
H: -3.212 -1.568 1.100  0.29
O: 1.466 -1.689 -0.697  -0.54
O: -1.260 -0.841 0.881  -0.36
S: -3.263 0.063 -0.678  -0.26